(1)
Computed, not measured: a structure of composition C53H54Ge2NOPdS5, with the ωB97M-V functional and the def2-TZVPD basis.

Geometry (Å):
Pd 2.023 -1.048 -0.233
O 1.859 -0.945 2.204
N 0.650 -0.801 2.759
C 0.592 -0.439 4.076
C -0.594 -0.342 4.741
C -1.772 -0.599 4.042
C -1.704 -0.913 2.707
C -0.476 -1.011 2.030
S -0.377 -1.380 0.346
H 1.556 -0.253 4.518
H -0.594 -0.067 5.789
H -2.732 -0.546 4.543
H -2.598 -1.086 2.124
C 2.459 2.507 -9.578
C 2.784 1.358 -8.642
C 4.060 1.182 -8.119
C 4.372 0.117 -7.265
C 5.781 -0.024 -6.710
C 3.357 -0.792 -6.922
C 2.057 -0.623 -7.436
C 0.946 -1.596 -7.076
C 1.796 0.446 -8.285
C 3.635 -2.004 -6.060
C 4.130 -3.151 -6.693
C 4.312 -4.327 -5.980
C 3.988 -4.375 -4.630
C 3.517 -3.248 -3.963
C 3.355 -2.029 -4.665
Ge 2.692 -0.324 -3.869
S 1.029 -0.691 -2.459
S 1.308 2.196 -2.716
Ge 3.197 2.000 -1.636
S 2.458 1.169 0.297
S 4.432 0.566 -2.761
C 4.354 3.498 -1.293
C 5.339 3.342 -0.299
C 6.256 4.367 -0.087
C 6.202 5.534 -0.851
C 5.229 5.679 -1.835
C 4.297 4.666 -2.075
C 3.269 4.870 -3.156
C 3.579 4.557 -4.489
C 4.900 3.929 -4.902
C 2.633 4.832 -5.477
C 1.405 5.408 -5.187
C 0.393 5.689 -6.284
C 1.115 5.703 -3.858
C 2.020 5.444 -2.833
C 1.641 5.757 -1.395
C 5.396 2.070 0.524
C 6.211 0.996 0.130
C 7.181 1.115 -1.031
C 6.156 -0.198 0.864
C 5.335 -0.348 1.974
C 5.226 -1.665 2.715
C 4.588 0.753 2.389
C 4.606 1.961 1.691
C 3.783 3.131 2.189
C 3.168 -3.392 -2.513
C 1.922 -3.889 -2.140
C 0.886 -4.282 -3.173
C 1.636 -4.055 -0.781
C 2.523 -3.675 0.211
C 2.286 -4.020 1.655
C 3.734 -3.108 -0.194
C 4.104 -3.062 -1.536
C 5.552 -2.808 -1.891
H 3.343 3.113 -9.793
H 1.699 3.162 -9.143
H 2.061 2.141 -10.529
H 4.849 1.885 -8.396
H 6.449 0.729 -7.146
H 6.202 -1.017 -6.910
H 5.788 0.112 -5.617
H 1.258 -2.634 -7.219
H 0.057 -1.411 -7.684
H 0.650 -1.500 -6.024
H 0.790 0.562 -8.696
H 4.344 -3.121 -7.765
H 4.686 -5.216 -6.481
H 4.105 -5.304 -4.074
H 7.017 4.243 0.683
H 6.924 6.331 -0.679
H 5.181 6.587 -2.435
H 5.508 3.630 -4.054
H 5.488 4.627 -5.510
H 4.717 3.036 -5.503
H 2.875 4.581 -6.513
H 0.889 5.952 -7.222
H -0.273 6.511 -6.009
H -0.234 4.809 -6.476
H 0.148 6.145 -3.608
H 0.699 6.311 -1.352
H 2.412 6.343 -0.890
H 1.508 4.836 -0.817
H 6.779 1.718 -1.847
H 7.433 0.127 -1.432
H 8.113 1.592 -0.702
H 6.784 -1.033 0.555
H 5.931 -2.404 2.326
H 4.211 -2.071 2.619
H 5.425 -1.538 3.784
H 3.947 0.660 3.270
H 3.228 2.860 3.092
H 3.063 3.466 1.437
H 4.419 3.987 2.419
H 0.900 -3.601 -4.028
H -0.117 -4.264 -2.736
H 1.074 -5.295 -3.555
H 0.692 -4.504 -0.492
H 1.279 -4.417 1.796
H 2.397 -3.155 2.296
H 3.006 -4.781 1.969
H 4.487 -2.881 0.547
H 6.161 -2.729 -0.986
H 5.689 -1.907 -2.467
H 5.933 -3.639 -2.494

The HOMO energy (spin up / spin down) comes out at -6.6 / -7.8 eV. The calculation puts the energy above the lowest of the compared OMol25 structures with the same formula, charge and spin at 0.000 eV. The multiplicity is 6. The calculation puts the maximum force at 0.01854 hartree/bohr. Its HOMO-LUMO gap (spin up / spin down) is 7.1 / 5.7 eV. The net charge is 0.



(2)
Computed, not measured: a structure of composition C53H55GeN3P2Pd at a distorted geometry, with the ωB97M-V functional and the def2-TZVPD basis.

Geometry (Å):
Pd -0.069 0.097 -0.385
C -1.281 -0.003 -4.017
C -0.869 -1.296 -3.313
P -1.383 -1.466 -1.585
C -1.006 -3.171 -1.093
C -0.399 -4.068 -1.982
C -0.218 -5.412 -1.633
C -0.579 -5.854 -0.386
C -1.095 -4.948 0.546
C -1.330 -3.606 0.179
C -3.212 -1.348 -1.759
C -3.764 -2.086 -2.796
C -5.114 -1.933 -3.065
C -5.895 -1.165 -2.248
C -5.337 -0.450 -1.186
C -3.952 -0.506 -0.981
C -0.558 1.291 -3.608
P -0.558 1.862 -1.865
C -2.216 2.496 -1.519
C -2.621 2.756 -0.225
C -3.924 3.193 0.000
C -4.819 3.294 -1.034
C -4.418 3.071 -2.328
C -3.119 2.631 -2.559
C 0.528 3.291 -1.853
C 1.057 3.811 -3.027
C 1.888 4.921 -3.047
C 2.266 5.505 -1.846
C 1.669 5.069 -0.653
C 0.876 3.934 -0.660
H -2.330 0.194 -3.989
H -1.103 -0.177 -5.096
H 0.248 -1.351 -3.329
H -1.202 -2.157 -3.873
H -0.015 -3.748 -2.900
H 0.270 -6.030 -2.328
H -0.420 -6.895 -0.159
H -1.441 -5.260 1.503
H -1.775 -2.946 0.935
H -3.218 -2.792 -3.385
H -5.529 -2.499 -3.918
H -6.971 -1.089 -2.453
H -5.941 0.107 -0.492
H -3.478 0.022 -0.196
H -0.911 2.076 -4.252
H 0.493 1.221 -3.843
H -1.900 2.569 0.566
H -4.244 3.419 1.010
H -5.833 3.662 -0.839
H -5.102 3.200 -3.153
H -2.777 2.402 -3.596
H 0.837 3.386 -3.992
H 2.245 5.256 -4.019
H 2.955 6.342 -1.788
H 1.854 5.597 0.237
H 0.558 3.524 0.254
C 5.496 1.402 -2.238
C 4.176 2.095 -2.059
N 3.216 1.284 -1.302
C 3.282 -0.028 -1.244
N 2.352 -0.590 -0.385
C 2.370 -2.015 -0.339
C 2.803 -2.691 -1.612
C 4.131 -2.130 -2.023
N 4.213 -0.666 -1.902
C 5.288 -0.042 -2.682
H 6.090 1.380 -1.290
H 6.128 1.861 -2.993
H 3.734 2.302 -3.044
H 4.251 3.033 -1.511
H 2.537 1.758 -0.715
H 1.387 -2.355 0.023
H 3.083 -2.307 0.496
H 2.016 -2.476 -2.328
H 2.885 -3.799 -1.457
H 4.501 -2.419 -3.017
H 4.887 -2.533 -1.376
H 5.099 -0.065 -3.773
H 6.207 -0.649 -2.589
C 0.492 0.565 1.681
Ge 0.142 -0.067 3.478
C 1.706 -1.177 3.876
C 2.690 -0.895 4.840
C 3.746 -1.779 5.106
C 3.847 -3.028 4.465
C 2.900 -3.235 3.456
C 1.861 -2.380 3.201
C 0.163 1.647 4.375
C -1.019 2.281 4.727
C -0.969 3.637 5.045
C 0.242 4.312 5.016
C 1.426 3.697 4.612
C 1.338 2.368 4.272
C -1.553 -0.994 3.438
C -2.523 -0.770 2.481
C -3.723 -1.473 2.478
C -3.932 -2.547 3.364
C -2.988 -2.758 4.354
C -1.790 -2.014 4.349
H 1.107 1.445 1.531
H 2.570 0.018 5.431
H 4.455 -1.499 5.866
H 4.470 -3.863 4.819
H 2.859 -4.213 3.009
H 1.127 -2.639 2.455
H -1.967 1.738 4.778
H -1.849 4.223 5.308
H 0.288 5.377 5.301
H 2.375 4.215 4.556
H 2.254 1.909 3.875
H -2.422 0.005 1.728
H -4.381 -1.305 1.675
H -4.736 -3.249 3.273
H -3.097 -3.625 5.043
H -1.059 -2.217 5.119

The HOMO energy (spin up / spin down) comes out at -12.4 / -13.2 eV. The calculation puts the energy above the lowest of the compared OMol25 structures with the same formula, charge and spin at 0.883 eV. The multiplicity is 5. The calculation puts the maximum force at 0.04009 hartree/bohr. Its HOMO-LUMO gap (spin up / spin down) is 8.2 / 5.3 eV. The net charge is +2.